Below is a molecular structure, C19H8BrCl6F3NO6Rh at a distorted geometry, with properties calculated with ωB97M-V/def2-TZVPD.

Each line ends with the Löwdin charge.
Positions of all 45 atoms, in Å:
Rh: -0.14 0.97 0.61  1.069
O: -4.00 0.68 1.43  -0.248
Cl: -3.09 0.85 0.38  0.643
O: -3.71 0.98 -0.87  -0.263
O: -2.18 -0.29 0.34  -0.414
O: -2.26 2.00 0.63  -0.391
Cl: 0.48 3.16 1.95  0.792
C: 0.01 2.10 3.23  -0.673
C: -0.35 0.83 2.79  -0.198
C: -0.78 -0.10 3.74  -0.693
Cl: -1.27 -1.64 3.22  0.765
C: -0.81 0.23 5.09  -0.698
Cl: -1.33 -0.91 6.25  0.716
C: -0.42 1.51 5.51  -0.703
Cl: -0.50 1.93 7.16  0.719
C: 0.02 2.46 4.57  -0.703
Cl: 0.54 4.00 5.09  0.724
F: -1.35 2.04 -6.47  0.156
C: -0.34 1.32 -5.96  -0.590
F: -0.40 0.11 -6.52  0.152
F: 0.80 1.89 -6.40  0.153
C: -0.40 1.28 -4.45  -0.082
C: -0.71 0.10 -3.78  0.046
C: -0.77 0.14 -2.40  -0.092
N: -0.55 1.25 -1.70  -0.005
C: -0.28 2.38 -2.34  -0.083
C: -0.19 2.45 -3.72  0.035
H: -0.90 -0.81 -4.32  0.129
H: -1.04 -0.75 -1.83  0.110
H: -0.14 3.26 -1.73  0.122
H: 0.02 3.38 -4.22  0.132
Br: 0.68 -6.18 0.22  0.736
C: 1.28 -4.37 0.27  -0.676
C: 2.64 -4.11 0.24  -0.112
C: 3.08 -2.80 0.28  -0.006
C: 2.15 -1.77 0.36  -0.124
C: 0.80 -2.04 0.38  -0.068
C: 0.34 -3.35 0.35  -0.124
C: 2.66 -0.32 0.44  -0.594
O: 3.80 -0.13 0.83  0.102
O: 1.81 0.55 0.07  -0.134
H: 3.35 -4.92 0.19  0.103
H: 4.13 -2.56 0.27  0.123
H: 0.06 -1.23 0.43  0.042
H: -0.71 -3.56 0.39  0.104

Calculated values
charge: 0
total energy: -189936.192 eV
energy relative to the best compared isomer or geometry (same formula, charge and spin): 84.2 kcal/mol
LUMO energy (spin up / spin down): -3.4 / -3.5 eV
Kohn-Sham gap (spin up / spin down): 5.9 / 5.8 eV



Below is a molecular structure, C5H9O3Rb at a distorted geometry, with properties calculated with ωB97M-V/def2-TZVPD.

Each line ends with the Löwdin charge.
Positions of all 18 atoms, in Å:
O: -1.92 1.57 0.87  -0.073
C: -2.38 1.04 -0.22  -0.218
O: -3.61 1.44 -0.44  0.048
Rb: -1.17 -0.51 -3.25  0.735
C: -0.56 1.29 1.26  -0.228
H: -0.02 0.89 0.39  0.114
H: -0.11 2.26 1.51  0.125
C: -0.54 0.34 2.42  -0.065
H: -1.05 0.77 3.29  0.082
H: -1.01 -0.61 2.15  0.088
H: 0.50 0.13 2.70  0.088
H: -3.92 2.08 0.24  0.121
O: 0.85 -2.43 -1.96  -0.331
C: 2.05 -2.76 -1.71  -0.392
H: 3.44 -1.40 -0.80  0.044
C: 3.02 -1.59 -1.81  -0.211
H: 3.87 -1.88 -2.45  0.043
H: 2.57 -0.65 -2.19  0.029

Calculated values
charge: 0
total energy: -12124.320 eV
energy relative to the best compared isomer or geometry (same formula, charge and spin): 53.8 kcal/mol
LUMO energy: -0.8 eV
Kohn-Sham gap: 3.8 eV



Below is 2 unconnected molecules or ions with the total composition C4H12 at a distorted geometry, with properties calculated with ωB97M-V/def2-TZVPD.

Each line ends with the Löwdin charge.
Positions of all 16 atoms, in Å:
C: 1.18 -1.38 -0.89  -0.059
C: 0.75 -0.27 -1.75  -0.040
H: 1.32 -2.29 -1.49  0.136
H: 1.99 -1.10 -0.22  0.111
H: 0.41 -1.76 -0.16  0.148
H: 0.22 0.53 -1.13  0.121
H: 0.18 -0.60 -2.61  0.106
H: 1.58 0.38 -2.11  0.152
C: -0.89 0.18 1.73  -0.121
C: -0.96 1.37 0.81  -0.129
H: -0.99 0.52 2.77  0.109
H: -1.80 -0.41 1.65  0.087
H: 0.01 -0.42 1.58  0.064
H: 0.01 1.86 0.71  0.092
H: -1.52 2.23 1.23  0.125
H: -1.49 1.17 -0.14  0.097

Calculated values
expectation value of S²: 0.754
charge: +1
total energy: -4331.055 eV
spin multiplicity: 2
energy relative to the best compared isomer or geometry (same formula, charge and spin): 4.1 kcal/mol
LUMO energy (spin up / spin down): -2.9 / -11.0 eV
Kohn-Sham gap (spin up / spin down): 13.7 / 5.0 eV



Below is a gas-phase ion, C4H9N2 (charge +1) at a distorted geometry, with properties calculated with ωB97M-V/def2-TZVPD.

Each line ends with the Löwdin charge.
Positions of all 15 atoms, in Å:
C: -1.10 -0.65 1.14  0.219
N: -0.05 -0.88 0.48  -0.108
C: 0.65 -2.16 0.34  0.053
C: 0.44 0.22 -0.18  -0.142
N: -0.38 1.15 -0.32  0.020
C: -0.10 2.34 -1.03  -0.078
H: -1.58 0.23 1.11  0.078
H: -1.65 -1.41 1.71  0.150
H: 0.34 -2.55 -0.65  0.131
H: 1.67 -1.95 0.36  0.080
H: 0.27 -2.84 1.24  0.164
H: 1.44 0.47 -0.44  0.155
H: 0.94 2.36 -1.22  0.065
H: -0.45 3.24 -0.50  0.108
H: -0.45 2.44 -2.05  0.106

Calculated values
charge: +1
total energy: -7264.796 eV
energy relative to the best compared isomer or geometry (same formula, charge and spin): 77.1 kcal/mol
LUMO energy: -5.5 eV
SMILES: C=[N+](C)/C=N/C
Kohn-Sham gap: 9.0 eV



Below is 2 unconnected molecules or ions with the total composition C30H28NO3S at a distorted geometry, with properties calculated with ωB97M-V/def2-TZVPD.

Each line ends with the Löwdin charge.
Positions of all 63 atoms, in Å:
C: 1.66 -0.55 -3.78  0.012
O: 0.28 -0.20 -3.56  -0.021
C: -0.62 -1.13 -3.44  0.058
C: -1.99 -0.81 -3.67  -0.167
C: -2.95 -1.85 -3.81  0.016
C: -4.30 -1.54 -3.94  -0.035
C: -4.73 -0.20 -3.98  -0.008
C: -3.78 0.83 -3.94  -0.036
C: -2.42 0.54 -3.81  0.022
H: 2.17 0.41 -3.95  0.108
H: 2.10 -1.06 -2.91  0.087
H: 1.76 -1.18 -4.67  0.114
H: -0.26 -2.16 -3.27  0.176
H: -2.57 -2.87 -3.87  0.129
H: -5.05 -2.34 -4.04  0.123
H: -5.79 0.04 -4.03  0.126
H: -4.10 1.87 -4.04  0.122
H: -1.66 1.32 -3.86  0.129
C: 5.72 4.61 0.00  -0.041
C: 4.96 3.33 0.18  -0.256
C: 5.14 2.57 1.34  -0.017
C: 4.50 1.34 1.50  -0.040
C: 3.59 0.92 0.52  -0.302
S: 2.75 -0.64 0.71  0.774
N: 1.09 -0.09 1.32  -0.145
C: 1.06 0.92 2.39  -0.140
C: -0.35 1.37 2.64  -0.234
C: -0.99 1.07 3.85  -0.029
C: -2.31 1.48 4.07  -0.074
C: -2.98 2.24 3.10  -0.085
C: -2.34 2.54 1.90  -0.079
C: -1.03 2.11 1.67  -0.046
C: 0.12 -0.97 1.14  -0.110
C: -0.72 -1.86 0.95  0.055
C: -1.53 -2.99 1.33  -0.251
C: -0.99 -4.30 1.35  -0.046
C: -1.76 -5.40 1.73  -0.087
C: -3.10 -5.22 2.12  -0.095
C: -3.63 -3.92 2.19  -0.089
C: -2.85 -2.82 1.82  -0.047
O: 2.38 -1.21 -0.56  -0.312
O: 3.37 -1.42 1.75  -0.269
C: 3.41 1.65 -0.66  -0.048
C: 4.07 2.87 -0.80  -0.023
H: 5.48 5.06 -0.97  0.079
H: 5.47 5.33 0.79  0.093
H: 6.80 4.44 0.05  0.094
H: 5.79 2.95 2.13  0.128
H: 4.71 0.71 2.37  0.125
H: 1.50 0.51 3.31  0.130
H: 1.68 1.76 2.06  0.118
H: -0.44 0.48 4.59  0.118
H: -2.81 1.21 5.01  0.110
H: -4.00 2.58 3.28  0.105
H: -2.85 3.13 1.13  0.102
H: -0.51 2.32 0.72  0.116
H: 0.07 -4.42 1.11  0.113
H: -1.32 -6.40 1.73  0.107
H: -3.72 -6.08 2.35  0.102
H: -4.66 -3.78 2.54  0.106
H: -3.23 -1.80 1.95  0.109
H: 2.76 1.27 -1.45  0.102
H: 3.91 3.48 -1.70  0.118

Calculated values
charge: +1
total energy: -50021.923 eV
energy relative to the best compared isomer or geometry (same formula, charge and spin): 0.0 kcal/mol
LUMO energy: -5.3 eV
Kohn-Sham gap: 4.5 eV



Below is a single C18H22N2O2 molecule, with properties calculated with ωB97M-V/def2-TZVPD.

Each line ends with the Löwdin charge.
Positions of all 44 atoms, in Å:
C: 6.52 1.49 0.60  -0.047
C: 5.33 0.61 0.35  -0.272
C: 5.48 -0.78 0.36  -0.047
C: 4.41 -1.61 0.12  -0.020
C: 3.14 -1.08 -0.13  -0.155
C: 1.99 -1.88 -0.38  0.045
C: 0.77 -1.34 -0.62  -0.131
C: -0.43 -2.19 -0.89  -0.113
C: -1.40 -2.24 0.30  -0.152
N: -2.32 -1.13 0.29  0.065
C: -3.65 -1.29 0.45  -0.477
O: -4.15 -2.37 0.72  0.051
C: -4.46 -0.02 0.28  -0.215
C: -4.07 1.07 1.30  -0.147
C: -4.16 2.38 0.53  -0.193
C: -3.63 1.99 -0.85  -0.191
C: -4.27 0.63 -1.11  -0.139
C: 0.60 0.11 -0.61  -0.392
O: -0.45 0.71 -0.78  0.037
N: 1.75 0.84 -0.38  0.178
C: 2.99 0.32 -0.13  -0.173
C: 4.09 1.15 0.10  0.023
H: 6.97 1.25 1.56  0.085
H: 6.25 2.54 0.59  0.075
H: 7.28 1.32 -0.17  0.086
H: 6.46 -1.20 0.55  0.113
H: 4.54 -2.68 0.13  0.115
H: 2.11 -2.95 -0.39  0.128
H: -0.98 -1.79 -1.76  0.128
H: -0.10 -3.20 -1.12  0.115
H: -2.01 -3.15 0.27  0.120
H: -0.83 -2.24 1.24  0.129
H: -1.94 -0.24 -0.03  0.093
H: -5.51 -0.31 0.42  0.142
H: -4.73 1.05 2.18  0.112
H: -3.05 0.91 1.65  0.111
H: -3.58 3.17 0.99  0.106
H: -5.20 2.70 0.45  0.111
H: -3.90 2.72 -1.62  0.106
H: -2.55 1.90 -0.82  0.085
H: -5.25 0.75 -1.59  0.111
H: -3.66 0.01 -1.77  0.110
H: 1.63 1.84 -0.38  0.167
H: 3.95 2.22 0.09  0.118

Calculated values
charge: 0
total energy: -26100.324 eV
energy relative to the best compared isomer or geometry (same formula, charge and spin): 0.6 kcal/mol
LUMO energy: 0.1 eV
SMILES: Cc1ccc2cc(CCNC(=O)C3CCCC3)c(=O)[nH]c2c1
Kohn-Sham gap: 8.7 eV